No. 1
Formula: C2H3PS3
Source: the Open Molecules 2025 dataset
Level of theory: wB97M-V/def2-TZVPD

Summary:
Gap between HOMO and LUMO (alpha / beta) (eV): 7.146 / 7.081
Maximum force (eV/Å): 3.2
Relative energy (zero: lowest compared OMol25 entry of this formula, charge and spin) (kJ/mol): 122.1

```
! RIJCOSX wB97M-V def2-TZVPD def2/J DEFGRID3
* xyz 0 3
C -0.0569 -0.4159 -0.3799
C 0.2126 0.9521 -0.1406
P -2.4422 -0.7594 0.6250
S 1.0162 -1.6452 -0.2066
S 2.0735 1.2583 0.1078
S 2.4896 -0.4582 0.9060
H -0.0265 1.4871 -1.0118
H -0.5621 1.0410 0.7273
H -2.7041 -1.4598 -0.6272
*
```

No. 2
Formula: C2H4
Source: the Open Molecules 2025 dataset
Level of theory: wB97M-V/def2-TZVPD

Summary:
Gap between HOMO and LUMO (eV): 11.166
Maximum force (eV/Å): 4.0
Relative energy (zero: lowest compared OMol25 entry of this formula, charge and spin) (kJ/mol): 493.6

```
! RIJCOSX wB97M-V def2-TZVPD def2/J DEFGRID3
* xyz 0 1
C -0.6642 -0.1343 -0.5798
C 0.3062 -0.2204 0.2984
H -0.7785 -1.1983 0.5427
H -1.0469 -0.6324 -1.5053
H 1.8936 2.2399 1.0363
H 2.0800 1.7190 1.6147
*
```

No. 3
Formula: C2H40O19
Source: the Open Molecules 2025 dataset
Level of theory: wB97M-V/def2-TZVPD

Summary:
Gap between HOMO and LUMO (eV): 5.524
Maximum force (eV/Å): 5.4

```
! RIJCOSX wB97M-V def2-TZVPD def2/J DEFGRID3
* xyz -2 1
C 0.0086 -0.1214 -0.2678
O 0.1209 -1.4978 -0.1644
H -0.0866 0.1770 -1.2734
H 0.8474 0.4750 0.0953
H -0.8939 0.0979 0.3012
C 1.0480 1.3627 3.4170
O 0.4711 0.1058 3.8359
H 1.8095 1.5680 4.1363
H 0.3848 2.1360 3.2783
H 1.3308 1.1780 2.3426
O -3.6008 0.5821 -0.5407
H -3.1030 -0.2625 -0.5794
H -3.1955 1.2012 0.0081
O 3.4570 1.8147 1.1344
H 2.5637 2.2726 0.9738
H 3.3410 0.8625 1.0394
O 1.2732 -3.7633 0.3980
H 0.8800 -2.8830 0.2761
H 2.1441 -3.6094 0.0830
O -1.9163 0.8541 2.7684
H -1.9005 1.3759 2.0017
H -1.0333 0.7835 3.1606
O -1.9273 2.4792 0.5762
H -1.9797 2.9470 -0.2495
H -1.9021 3.1734 1.2334
O -0.0306 3.0291 -2.0059
H 0.5608 2.9118 -1.2807
H 0.4964 2.9739 -2.8048
O -2.3636 -1.6181 -1.3966
H -1.4685 -1.7486 -1.0126
H -2.9325 -2.3109 -1.0389
O -2.1976 -3.6471 0.9011
H -1.6234 -4.3273 0.5308
H -1.6529 -3.1612 1.5589
O -0.4081 -1.9334 2.4146
H -0.0060 -1.1858 2.8235
H -0.4476 -1.7533 1.4702
O -1.9970 1.2153 -2.6066
H -1.1890 1.6126 -2.2058
H -2.4986 0.8472 -1.8415
O 3.7225 1.0153 -1.5774
H 3.9186 1.3379 -2.4380
H 2.8817 0.5374 -1.6967
O -0.5227 -0.8310 -3.4539
H -0.8761 -1.6385 -3.0384
H -1.0227 -0.1047 -3.1470
O 1.8905 -2.5725 -2.4322
H 2.4798 -1.7908 -2.4362
H 1.0682 -2.2916 -2.0395
O 1.1758 3.0771 0.6985
H 0.5769 2.4652 1.1035
H 0.7695 3.8988 0.5944
O -3.3479 -1.3094 2.2529
H -2.7037 -0.6163 2.3974
H -2.8793 -2.1299 2.0789
O 2.0181 0.0493 -3.4859
H 2.1305 -0.4364 -4.2847
H 1.0780 -0.1111 -3.2949
O 2.7253 -0.8709 0.6529
H 2.7129 -0.9519 1.6346
H 1.8213 -0.9398 0.4217
*
```

No. 4
Formula: C2H42O18S
Source: the Open Molecules 2025 dataset
Level of theory: wB97M-V/def2-TZVPD

Summary:
Gap between HOMO and LUMO (eV): 8.772
Maximum force (eV/Å): 2.0
Relative energy (zero: lowest compared OMol25 entry of this formula, charge and spin) (kJ/mol): 0.0

```
! RIJCOSX wB97M-V def2-TZVPD def2/J DEFGRID3
* xyz 0 1
C -0.4835 0.6901 -1.7537
C -1.7583 -0.0216 -2.1494
S -1.5370 -1.2457 -3.4748
H -0.2107 1.4505 -2.4877
H 0.3456 0.0183 -1.5228
H -0.6887 1.2562 -0.8370
H -2.3265 -0.4449 -1.3296
H -2.3949 0.7035 -2.6695
H -0.6724 -2.0749 -2.8899
H 1.1572 -2.2488 -0.8945
H 1.8434 -3.0491 -1.9624
O 1.8395 -2.1372 -1.6306
H -4.4858 1.3023 -0.1485
H -4.3841 -0.2314 0.0857
O -4.9185 0.5553 0.2831
H -2.9191 -1.1482 1.2740
H -3.6346 -2.4071 0.6446
O -3.1326 -1.6108 0.4511
H 2.5747 -0.7677 1.6797
H 1.0758 -0.4789 1.6349
O 1.8000 -0.6221 2.2742
H -2.1878 2.8998 -0.7801
H -3.5993 3.2179 -1.5507
O -3.0856 2.6347 -0.9884
H -0.2382 -2.5300 3.1705
H 1.1496 -2.2573 2.5658
O 0.3193 -2.7988 2.4452
H 0.3068 3.0502 1.2638
H -1.1602 3.7614 1.1613
O -0.6436 2.9786 0.9860
H 2.3475 2.2329 2.1368
H 2.3051 2.5610 0.5514
O 2.0218 2.8264 1.4311
H 2.5801 0.0665 -4.0602
H 2.3964 -0.8557 -2.7881
O 2.7784 -0.0247 -3.1289
H 2.9855 -1.9958 -0.3691
H 3.8782 -0.7561 -0.1243
O 3.4718 -1.5093 0.3342
H 4.3342 1.0222 2.3524
H 3.2261 0.4231 3.2352
O 3.5968 1.2584 2.9327
H -2.5112 -0.9257 4.0744
H -3.6116 -0.2245 3.2247
O -3.2249 -1.0844 3.4568
H -0.4848 1.5663 1.2669
H -1.1485 0.5155 2.1524
O -0.3153 0.7338 1.7149
H 1.6753 2.1535 -3.0525
H 2.1804 3.6065 -3.2729
O 1.8704 2.8189 -3.7161
H -2.7589 2.1460 1.8625
H -4.0323 1.2672 1.6565
O -3.2267 1.3788 2.2059
H -1.0858 -1.9246 -0.2405
H -0.0455 -2.4274 0.8764
O -0.2227 -2.3236 -0.0958
H 4.6492 1.4162 -1.0997
H 3.2730 0.8309 -1.6403
O 3.7637 1.1666 -0.8694
H 0.8973 -5.4311 -1.0751
H 0.0089 -4.1552 -1.1119
O 0.4777 -4.7970 -1.6704
*
```